(1)
ORCA calculation (the ωB97M-V functional and the def2-TZVPD basis) on a 2-piece molecular cluster, C5H14 overall at a distorted geometry.

XYZ file:
```
19
Properties=species:S:1:pos:R:3:forces:R:3
H -0.0376 0.9169 -2.1291 -0.3176 0.4751 0.1717
C -1.8224 1.4246 -0.8174 0.1213 0.1104 -1.5704
H 0.5226 -2.3198 1.5393 -0.6039 0.1008 -0.1364
H 1.9765 -2.4226 2.5024 -0.0395 0.4320 0.0275
H 1.9165 -1.5216 -0.3936 0.2237 0.9090 0.0571
C -1.1229 1.7670 0.4667 0.5999 -0.0456 1.9391
H -0.0451 2.0081 0.4595 -0.3336 -0.0582 -0.8941
H -2.7488 0.8639 -0.7406 -0.1836 -0.1552 0.9521
H -1.1426 0.9771 1.2309 -0.2393 -0.2607 -0.3721
H -0.8940 -0.4158 -1.4946 -0.4333 -0.1776 -0.3448
H -1.6574 0.6546 -2.7902 0.1775 -0.5996 0.0109
C 1.5924 -2.3524 1.4809 1.1468 -0.7855 0.1908
H 1.9023 -3.3191 1.0486 -0.4095 0.2076 0.0306
C 2.2311 -1.2496 0.6238 -0.5138 -1.7942 0.2178
H 1.9579 -0.2761 0.9648 -0.2946 0.7579 -0.1887
H -1.5477 2.6163 1.0172 -0.2929 -0.0306 -0.4336
H 3.2981 -1.3736 0.7106 0.4722 0.1881 -0.2089
C -1.0586 0.5940 -1.8785 0.5183 0.4287 0.5499
H -2.1985 2.3263 -1.3059 0.4019 0.2977 0.0015
```
Positions in Å, forces in eV/Å.

Multiplicity: 1
HOMO, eV: -11.12
Energy, eV: -5411.53177

Löwdin population analysis, charges in e, atoms 1 to 6: number 1, H, carries 0.0663; number 2, C, carries -0.3229; number 3, H, carries 0.0467; number 4, H, carries 0.0587; number 5, H, carries 0.0671; number 6, C, carries -0.1361

***

(2)
ORCA calculation (the ωB97M-V functional and the def2-TZVPD basis) on C33H25CeN4O3S as an isolated structure at a distorted geometry.

XYZ file:
```
67
Properties=species:S:1:pos:R:3:forces:R:3
C 3.4224 -3.2932 0.4419 -0.1277 0.2034 0.0289
C 0.4932 -0.1128 2.6528 0.4977 -0.2411 0.8533
H 2.8155 -0.9794 -1.9640 -0.0029 0.0082 -0.0424
H -0.2549 -5.6080 -0.3535 -0.0035 0.0157 0.0033
C -0.2264 -4.5911 -0.7104 0.0082 -0.0845 0.0436
H -1.4394 -4.5280 -6.4883 0.0078 -0.0118 0.0019
N 0.7753 -4.9115 -9.1559 -0.0195 0.0402 0.0466
O -2.1008 0.6072 -1.0505 -0.5349 0.1623 -0.3043
H -2.8716 4.2102 -0.0291 -0.0425 0.0063 0.0116
S 2.9814 -3.2971 2.1195 -0.0834 0.0845 -0.0571
H 4.2085 -2.6028 -3.2434 -0.0087 0.0171 0.0049
C 2.8955 -2.1449 -0.1700 0.1880 -0.3102 -0.0083
C -2.5562 2.2011 0.6715 -0.2595 0.0645 -0.0593
H -3.1060 1.4615 2.6072 0.0079 0.0609 0.0539
C 1.4683 -1.0870 2.9906 -0.3405 0.3457 0.2111
C 4.4515 -3.9494 -1.5951 0.0486 -0.0472 0.0155
H -2.4135 3.0414 -1.2940 -0.0170 0.0466 -0.0063
N -0.3650 -2.3264 -0.6811 -0.0047 -0.5522 -0.2784
H 2.6185 -2.1121 4.4971 -0.0225 -0.0024 0.0759
H -1.6254 -3.4445 -4.2669 0.0008 -0.0156 -0.0133
H -4.0547 3.0393 -0.6348 -0.0030 0.0119 0.0188
Ce -0.2720 -0.1349 0.2654 3.0692 -0.8845 0.7922
C 1.4466 -2.3415 -5.1521 -0.0137 0.0032 0.0390
H -4.4176 2.2762 1.7494 -0.0054 0.0281 0.0037
H 0.9750 2.3889 -1.7253 -0.0717 -0.0130 0.0450
C 0.2684 0.2360 5.0792 -0.0560 0.0479 0.0815
H 1.5213 -0.9365 6.3787 -0.0059 -0.0049 -0.0057
C 1.8402 -1.3806 4.3063 0.0279 -0.1016 -0.1557
C 0.2017 -1.8729 -3.0437 -0.0864 0.0704 0.1605
C 0.3387 -0.4717 -3.0370 0.1000 -0.0408 -0.1926
C 3.9659 -2.7904 -2.2050 -0.0322 0.0601 -0.0571
H 2.2436 -1.7139 -4.7765 0.0117 -0.0093 0.0010
C 0.6575 -4.3915 -8.1375 0.0091 -0.1624 -0.2669
H 2.4564 -2.8243 -6.9849 0.0149 -0.0042 0.0252
H 0.0582 0.0215 -5.1934 0.0309 0.0194 -0.0010
N 2.1479 -1.3359 0.6687 -0.0442 0.2331 0.1124
C 0.2824 0.3557 -4.1933 -0.0385 -0.0400 0.0817
C 0.3023 -2.5231 -4.3763 0.0500 -0.0338 -0.1168
C 1.2355 -0.7198 5.3575 0.0310 -0.0033 0.0049
H -0.2183 0.7595 5.8948 0.0202 0.0101 -0.0099
H -0.8148 -3.3820 1.0807 0.0319 0.0015 0.0141
O -2.4670 -0.1859 0.9743 -0.6059 -0.0190 0.2824
C -0.7323 -3.3179 -4.8647 -0.0058 0.0416 0.0774
H 4.5820 -5.0961 0.2190 0.0102 0.0101 -0.0119
H 0.5386 2.5444 -4.3735 -0.0074 -0.0270 -0.0200
C 0.5264 -3.7521 -6.8636 0.0182 0.1681 0.3073
N 0.6149 0.3234 -1.9285 0.3113 0.0472 -0.7983
C 4.1924 -4.2092 -0.2634 0.0201 -0.0538 -0.0013
C -0.0786 0.5222 3.7658 -0.0812 0.0386 -0.2065
C -2.4717 0.7494 0.1331 -2.4257 1.3300 -0.1471
C -3.0026 3.1874 -0.3906 0.0978 -0.1185 -0.0110
H -1.0057 3.3007 1.2199 0.1852 0.0947 0.1092
C -0.5040 -3.4323 0.0441 0.0200 0.0496 -0.0635
C -0.6290 -3.9242 -6.1035 0.0165 -0.0132 -0.0798
O -1.1322 2.3917 0.9378 -0.2409 -0.2252 -0.0942
C 0.5130 1.6469 -3.7768 0.0280 0.1048 0.0040
C -3.3486 2.3030 1.9613 0.1258 -0.1623 -0.0431
C 0.7204 1.5699 -2.3869 0.0919 -0.0779 -0.0316
H -0.8379 1.2829 3.6009 -0.0135 -0.0077 0.0150
H 0.3648 -4.7638 -2.8208 0.0017 0.0215 -0.0066
C 1.5677 -2.9573 -6.3831 -0.0621 -0.0493 -0.0839
C 0.0814 -4.1550 -1.9777 0.0292 0.0603 0.0403
C 2.1319 -1.7830 1.8910 0.3400 -0.2224 -0.2495
H 5.0556 -4.6401 -2.1692 -0.0191 -0.0136 0.0185
H -3.1157 3.2348 2.4800 -0.0465 0.0484 -0.0395
C -0.0045 -2.7336 -1.9588 -0.0632 -0.0121 -0.1816
C 3.1922 -1.8844 -1.5081 -0.0561 0.0090 0.0601
```
Positions in Å, forces in eV/Å.

Multiplicity: 2
HOMO (spin up / spin down), eV: -7.79 / -7.79
Energy, eV: -70495.81666
<S²>: 0.751

Löwdin population analysis, charges in e, atoms 1 to 6: number 1, C, carries -0.4572; number 2, C, carries -0.1836; number 3, H, carries 0.1059; number 4, H, carries 0.0986; number 5, C, carries -0.0514; number 6, H, carries 0.1224

***

(3)
ORCA calculation (the ωB97M-V functional and the def2-TZVPD basis) on C20H23N4O3STc as an isolated structure at a distorted geometry.

XYZ file:
```
52
Properties=species:S:1:pos:R:3:forces:R:3
N 3.2475 -0.7647 -0.0351 0.0757 0.2253 0.1376
C -1.6108 -0.9276 -2.8920 -0.6956 0.6223 -1.7139
C -2.4155 -1.9447 -4.9332 0.0750 0.2104 0.1344
C 1.2734 -0.9618 3.2670 -0.0542 0.1199 -0.2273
C 3.0116 0.4662 -0.4906 0.1861 -0.1224 -0.1654
H -1.4038 -3.0022 -0.6192 -0.1053 -0.1650 0.2217
H -1.8624 0.6279 4.8800 -0.0616 0.0152 0.0803
O -1.1889 -1.0567 -1.6725 0.1104 -0.4584 0.5158
C -0.2212 -0.7202 5.1423 -0.3575 0.2196 0.0814
C -2.4259 0.4454 -4.7350 -0.0134 -0.0678 -0.0022
H -2.6193 -2.8300 -5.5156 -0.0384 -0.0893 -0.0289
C 4.7470 0.6799 1.0167 0.2272 0.0171 0.3942
C -1.8799 2.6992 0.4000 -0.1417 0.5454 -0.4762
C 4.4297 -0.8136 0.8043 0.4105 -0.2109 0.0773
N -1.0918 1.5791 -1.5138 -0.4895 0.2201 -0.8728
O -0.7877 -1.6794 0.7955 0.6971 1.9657 -0.1265
H -0.9699 -3.6863 0.9702 -0.0610 0.1092 -0.0058
N -1.3779 1.5028 1.0536 -0.4061 -0.3388 0.0542
H -1.9160 2.4718 -3.1703 0.1098 0.0724 0.1051
H 5.8018 0.9124 0.8614 -0.0944 -0.0968 0.0688
H -1.7997 3.5699 1.0562 -0.0368 -0.1084 -0.0421
C -0.6962 0.4501 3.0918 0.4160 -0.2089 -0.4289
Tc -0.6399 0.0209 -0.2132 1.7654 -0.8813 2.2917
H -0.4894 -0.9741 6.1546 -0.0081 -0.0228 0.1132
H 2.1541 -1.3813 2.8056 0.0584 -0.0862 -0.0230
H 1.5054 -1.9898 5.1127 0.1026 -0.0376 0.0747
H 2.6547 -1.5537 -0.2281 -0.0244 0.1698 -0.1263
C -1.0222 2.8638 -0.8551 -0.1007 0.5930 0.6197
O 0.7989 0.1755 1.2654 -0.2730 0.1906 -1.5663
C -1.8705 0.3589 -3.4479 0.1618 -0.9475 0.1239
C -1.4437 -2.8341 0.4683 -0.6761 -0.9049 -0.5659
H 0.0196 3.0554 -0.5776 -0.0972 -0.0128 -0.0027
C -1.4192 1.4226 2.3416 0.3745 -0.2890 0.3830
H -3.1384 -0.6050 -6.4455 -0.0172 0.0408 -0.1160
H -1.3745 3.6837 -1.4897 -0.0107 -0.1616 0.0430
H -1.6938 -3.0387 -3.2375 0.0520 -0.0451 0.0176
N 3.9221 1.3129 0.0045 0.0052 -0.1551 0.0614
C -0.9951 0.1664 4.4287 0.0902 -0.1831 0.1564
S 1.8385 0.8960 -1.6011 -0.8173 -0.0758 -0.2415
H -2.6428 1.4215 -5.1438 -0.0156 0.1108 -0.0614
C -1.6160 1.5368 -2.6967 0.0570 -0.1216 0.1049
C 0.9109 -1.2845 4.5528 0.0124 0.1176 -0.1786
H 4.2402 -1.3349 1.7440 0.0345 0.0556 -0.0718
H 4.4514 1.0159 2.0185 0.0777 -0.0549 -0.1383
H -2.9287 2.5518 0.1131 0.1210 0.0673 0.0252
C -2.7003 -0.6853 -5.4643 -0.0220 0.1648 -0.1168
H 5.2410 -1.3275 0.2750 -0.0832 0.0692 0.1448
C -1.8850 -2.0679 -3.6713 0.1623 0.1220 0.4729
H -1.9575 2.1833 2.9073 -0.0444 0.0736 -0.1719
H 3.8717 2.3087 -0.1275 -0.1418 -0.1291 -0.1101
C 0.4649 -0.1204 2.4810 -0.5539 -0.0611 1.1005
H -2.5001 -2.7935 0.7663 0.0584 -0.0816 -0.0229
```
Positions in Å, forces in eV/Å.

Multiplicity: 4
Total charge: +1
HOMO (spin up / spin down), eV: -10.82 / -11.06
Energy, eV: -46244.60399
<S²>: 3.779

Löwdin population analysis, charges in e, atoms 1 to 6: number 1, N, carries 0.0321; number 2, C, carries -0.3007; number 3, C, carries -0.0431; number 4, C, carries 0.0061; number 5, C, carries -0.8788; number 6, H, carries 0.0615

***

(4)
ORCA calculation (the ωB97M-V functional and the def2-TZVPD basis) on an isolated ion of composition C10H13IN4 and charge +2 at a distorted geometry.

XYZ file:
```
28
Properties=species:S:1:pos:R:3:forces:R:3
N -1.8290 0.3782 -0.8024 -0.5584 -5.4814 1.6595
N -0.6846 -1.6944 -0.5172 -1.5004 -1.3375 1.7298
I 5.3301 -0.0418 -0.2892 -1.1910 -0.0727 -0.6665
C 2.3218 1.1598 0.5729 2.9439 2.1147 -1.5969
C 3.2984 0.0332 1.0435 -1.7815 1.5776 -1.7479
N -4.2664 0.5660 0.3415 -2.3839 -0.4304 0.0876
H 2.3591 2.0909 1.1642 -0.4442 -0.5912 -0.0167
H -1.8284 -2.9620 0.4755 -0.5515 -1.2700 0.7127
H 0.3888 0.2278 1.2056 0.8277 0.0854 -0.0215
C -3.6433 1.6016 0.0779 2.1748 -0.2825 0.2931
H 2.5574 1.4938 -0.4984 -0.0517 -0.3459 1.4050
H 3.6336 0.1398 2.0019 1.4710 0.0100 2.2974
C 1.2191 0.1795 0.4698 -2.5289 -0.3276 -0.7720
C -2.3147 1.4782 -0.6330 -1.7089 2.7181 -1.2618
H -0.8391 -0.7821 -2.3074 0.7262 1.2137 2.3577
H 6.8099 -0.0326 0.3211 0.1157 0.0001 0.7652
H -3.8033 2.5944 0.4952 -0.6225 -0.2687 0.1108
C -4.1613 -0.7523 -0.0546 -2.3489 -0.9444 -0.3512
H 2.1078 -1.7755 1.4352 -0.3762 0.4437 0.6793
C 2.2301 -0.9434 0.7436 0.2417 -2.3041 -0.6809
H 0.8157 1.0304 -1.5276 -0.1644 -0.6404 0.6851
N 0.5894 0.2559 -0.8923 -0.1882 -1.0441 0.1376
H -5.1701 -1.3398 -0.2649 2.2081 1.2728 0.7198
C -2.9565 -1.2597 -0.1464 0.1933 3.5271 -0.6520
H -2.0351 2.4048 -1.1091 0.9104 0.2969 -0.0505
C -0.6462 -0.4724 -1.1397 0.9463 2.3165 -3.5070
H 2.3666 -1.5370 -0.1394 0.1937 0.0105 -1.0224
C -1.8499 -2.0411 -0.0264 3.4477 -0.2460 -1.2932
```
Positions in Å, forces in eV/Å.

Multiplicity: 1
Total charge: +2
HOMO, eV: -16.06
Energy, eV: -24617.14015

Löwdin population analysis, charges in e, atoms 1 to 6: number 1, N, carries 0.1689; number 2, N, carries 0.1236; number 3, I, carries 1.2302; number 4, C, carries -0.1297; number 5, C, carries -0.3156; number 6, N, carries 0.1360